w:
{
  "formula": "C2H4O3P",
  "method": "ωB97M-V with the def2-TZVPD basis set",
  "e_homo_ev": [-3.7, -3.7],
  "charge": -1,
  "species": ["C", "C", "O", "O", "O", "P", "H", "H", "H", "H"],
  "xyz": [[0.43290, -0.08808, 0.73415], [1.23854, 0.10397, -0.50888], [-1.65114, 2.02033, -0.06932], [0.87314, -0.31212, 1.81912], [-1.50503, -1.02604, -1.02823], [-1.34638, -0.25453, 0.17450], [2.26857, 0.33627, -0.28356], [0.61851, 0.86866, -1.04339], [1.11137, -0.78765, -0.96967], [-2.04048, -0.86081, 1.17529]],
  "nbo_charge": [0.3269, -0.7471, -1.0473, -0.5717, -1.1301, 1.5796, 0.2084, 0.2777, 0.2343, -0.1307]
}



x:
{
  "formula": "C2H4O3P",
  "method": "ωB97M-V with the def2-TZVPD basis set",
  "e_homo_ev": -5.0,
  "charge": -1,
  "species": ["C", "C", "O", "O", "O", "P", "H", "H", "H", "H"],
  "xyz": [[0.50211, 0.34172, 1.10608], [1.14146, 1.46868, 1.32005], [-0.36399, -2.10792, -2.80499], [-1.70851, 0.06328, -2.36738], [-1.73497, -1.86167, -0.64682], [-1.26460, -1.31818, -1.92367], [0.04289, -0.19687, 1.96059], [0.48212, -0.26932, 0.22981], [1.75809, 2.13434, 0.77154], [1.14541, 1.74595, 2.35479]],
  "nbo_charge": [-0.3311, -0.4227, -1.1302, -1.1310, -1.1336, 2.3977, 0.1864, 0.2070, 0.1916, 0.1658]
}



The most stable structure shown above is x; the least stable is w.